(1)
The following is a quantum chemistry calculation of a single C5H8O molecule, from the OMol25 dataset.

Results
SMILES string ... C=C=C(O)CC
Electronic energy ... -7360.0789 eV
Gap between HOMO and LUMO ... 9.370 eV
Multiplicity ... 1

Last column: Löwdin charge in e.
Positions of all 14 atoms, in Å:
C (-1.63, 1.09, -0.50)  -0.098
C (-1.07, -0.30, -0.22)  -0.202
C (0.35, -0.23, 0.25)  -0.373
C (1.40, -0.73, -0.38)  -0.040
C (2.63, -1.06, -0.65)  0.011
O (0.65, 0.40, 1.43)  0.034
H (-1.04, 1.59, -1.28)  0.084
H (-2.67, 1.04, -0.82)  0.073
H (-1.58, 1.72, 0.40)  0.067
H (-1.67, -0.82, 0.55)  0.118
H (-1.09, -0.91, -1.13)  0.116
H (3.27, -0.35, -1.19)  0.060
H (3.05, -1.98, -0.23)  0.060
H (-0.08, 0.96, 1.72)  0.087

***

(2)
The following is a quantum chemistry calculation of a gas-phase ion, C5H13N2 (charge +1) at a distorted geometry, from the OMol25 dataset.

Results
SMILES string ... CCC/C(N)=C/[NH3+]
Net charge ... +1
Electronic energy ... -8368.8145 eV
Gap between HOMO and LUMO ... 10.874 eV
Multiplicity ... 1

Last column: Löwdin charge in e.
Positions of all 20 atoms, in Å:
C (1.77, 1.60, -0.90)  -0.110
C (1.27, 1.35, 0.49)  -0.247
C (-0.25, 1.09, 0.68)  -0.133
C (-0.63, -0.29, 0.25)  -0.272
C (-1.11, -1.30, 0.96)  -0.052
N (-1.50, -2.51, 0.28)  0.173
N (-0.59, -0.63, -1.18)  0.074
H (2.75, 2.09, -0.84)  0.086
H (1.95, 0.77, -1.59)  0.066
H (1.09, 2.29, -1.40)  0.085
H (1.51, 2.14, 1.21)  0.117
H (1.81, 0.56, 1.03)  0.121
H (-0.43, 1.15, 1.76)  0.121
H (-0.95, 1.75, 0.16)  0.132
H (-1.05, -1.32, 2.05)  0.137
H (-1.23, -3.45, 0.56)  0.176
H (-1.32, -2.26, -0.73)  0.147
H (-2.52, -2.54, 0.40)  0.175
H (-0.96, 0.17, -1.69)  0.109
H (0.38, -0.68, -1.48)  0.095

***

(3)
The following is a quantum chemistry calculation of a molecular structure, C3H2DyO3 at a distorted geometry, from the OMol25 dataset.

Results
Expectation value of S² ... 9.67
Net charge ... +1
Electronic energy ... -33358.8845 eV
Gap between HOMO and LUMO (spin up / spin down) ... 7.039 / 6.746 eV
Multiplicity ... 6

Last column: Löwdin charge in e.
Positions of all 9 atoms, in Å:
O (0.72, -2.73, 1.11)  0.262
C (0.35, -1.70, 0.65)  -0.386
O (-0.57, -0.89, 0.70)  -0.152
O (1.56, -0.47, -0.45)  -0.236
C (1.38, 0.33, -1.57)  -0.457
C (2.41, 0.49, -2.42)  0.004
H (2.45, 1.36, -3.08)  0.057
H (3.32, -0.13, -2.36)  0.089
Dy (-0.49, 1.24, -0.30)  1.818

***

(4)
The following is a quantum chemistry calculation of a single C4H5NO2 molecule, from the OMol25 dataset.

Results
SMILES string ... O=NC1(CO)C=C1
Electronic energy ... -9809.0273 eV
Gap between HOMO and LUMO ... 8.995 eV
Multiplicity ... 1

Last column: Löwdin charge in e.
Positions of all 12 atoms, in Å:
O (-1.92, 1.08, 0.18)  -0.065
C (-1.24, -0.15, 0.31)  -0.218
C (0.22, -0.04, -0.11)  -0.400
N (0.29, 0.71, -1.38)  0.013
O (1.41, 0.93, -1.78)  0.015
C (1.38, 0.02, 0.83)  0.058
C (1.26, -1.08, 0.17)  0.053
H (-1.84, 1.34, -0.75)  0.075
H (-1.29, -0.44, 1.36)  0.124
H (-1.74, -0.94, -0.27)  0.121
H (1.89, 0.66, 1.54)  0.114
H (1.59, -2.07, -0.11)  0.111

***

(5)
The following is a quantum chemistry calculation of 2 unconnected molecules or ions with the total composition CH3IO2S at a distorted geometry, from the OMol25 dataset.

Results
Electronic energy ... -24111.7113 eV
Gap between HOMO and LUMO (spin up / spin down) ... 6.930 / 6.928 eV
Multiplicity ... 1

Last column: Löwdin charge in e.
Positions of all 8 atoms, in Å:
C (-0.45, 1.05, 0.52)  -0.265
O (0.51, 0.16, 0.68)  -0.185
O (1.13, -0.58, -0.96)  -0.655
S (1.51, -1.95, -0.76)  0.419
I (-0.62, -3.05, -0.82)  0.425
H (-0.01, 2.17, 0.18)  0.129
H (-0.92, 1.30, 1.43)  0.070
H (-1.15, 0.88, -0.27)  0.061

***

(6)
The following is a quantum chemistry calculation of 2 unconnected molecules or ions with the total composition C9H10F3NO at a distorted geometry, from the OMol25 dataset.

Results
Electronic energy ... -21181.0649 eV
Gap between HOMO and LUMO (spin up / spin down) ... 7.916 / 7.914 eV
Multiplicity ... 1

Last column: Löwdin charge in e.
Positions of all 24 atoms, in Å:
C (1.20, -2.25, -1.75)  -0.091
C (1.70, -1.47, -0.73)  -0.132
C (-0.15, -2.58, -1.73)  -0.106
C (0.97, -1.27, 0.38)  -0.113
C (-0.98, -2.06, -0.77)  -0.119
C (-0.39, -1.47, 0.28)  -0.118
C (-0.05, 2.50, 1.38)  -0.036
C (-0.63, 2.56, -0.83)  -0.327
C (-1.65, 2.14, -1.77)  -0.516
N (0.68, 2.65, -1.37)  0.150
O (-0.83, 2.40, 0.41)  0.022
F (-2.95, 2.25, -1.43)  0.152
F (-1.61, 2.88, -2.94)  0.088
F (-1.37, 0.86, -2.19)  0.106
H (1.86, -2.74, -2.58)  0.139
H (2.69, -1.04, -0.74)  0.103
H (-0.62, -3.25, -2.50)  0.124
H (1.40, -0.88, 1.27)  0.102
H (-2.02, -1.97, -0.88)  0.097
H (1.10, 2.69, 1.20)  0.117
H (-0.96, -1.24, 1.18)  0.114
H (-0.43, 2.49, 2.41)  0.075
H (0.69, 2.90, -2.36)  0.105
H (1.13, 1.79, -1.21)  0.065

***

(7)
The following is a quantum chemistry calculation of a molecular structure, HNO2S at a distorted geometry, from the OMol25 dataset.

Results
Electronic energy ... -16433.4577 eV
Gap between HOMO and LUMO ... 11.209 eV
Multiplicity ... 1

Last column: Löwdin charge in e.
Positions of all 5 atoms, in Å:
N (-0.90, 0.80, 0.17)  -0.227
O (1.58, 0.82, -0.03)  -0.274
O (0.56, -1.43, 0.00)  -0.324
S (0.43, 0.03, 0.04)  0.633
H (-1.67, -0.21, -0.19)  0.193

***

(8)
The following is a quantum chemistry calculation of 2 unconnected molecules or ions with the total composition C3H6NO2 at a distorted geometry, from the OMol25 dataset.

Results
Expectation value of S² ... 0.76
Electronic energy ... -8789.1060 eV
Gap between HOMO and LUMO (spin up / spin down) ... 9.843 / 5.359 eV
Multiplicity ... 2

Last column: Löwdin charge in e.
Positions of all 12 atoms, in Å:
O (1.16, 1.34, 1.83)  0.066
C (1.34, 1.75, 0.72)  -0.466
O (0.80, 1.42, -0.40)  0.160
H (2.11, 2.53, 0.51)  0.166
C (-1.02, -2.11, -1.57)  -0.133
C (-0.77, -0.88, 0.41)  -0.068
N (-1.37, -0.99, -0.69)  -0.070
H (-1.75, -2.16, -2.38)  0.063
H (-1.01, -3.10, -1.10)  0.073
H (-0.06, -1.85, -2.01)  0.076
H (-0.37, 0.10, 0.69)  0.045
H (-0.58, -1.74, 1.07)  0.088

***

(9)
The following is a quantum chemistry calculation of a single C5H7N molecule at a distorted geometry, from the OMol25 dataset.

Results
SMILES string ... C1[C@@H]2[C@H]1[C@@H]1N[C@H]21
Electronic energy ... -6784.3227 eV
Gap between HOMO and LUMO ... 10.022 eV
Multiplicity ... 1

Last column: Löwdin charge in e.
Positions of all 13 atoms, in Å:
C (1.18, -0.44, 0.63)  -0.063
C (0.59, 0.81, -0.21)  -0.119
C (0.49, -0.60, -0.67)  -0.225
C (-1.06, -0.47, -0.47)  -0.195
N (-1.43, 0.01, 0.85)  0.046
C (-0.94, 0.96, -0.10)  -0.227
H (2.26, -0.37, 0.73)  0.089
H (0.82, -1.12, 1.43)  0.111
H (1.15, 1.58, -0.76)  0.130
H (0.93, -1.07, -1.53)  0.129
H (-1.78, -0.98, -1.09)  0.125
H (-0.67, -0.15, 1.51)  0.067
H (-1.54, 1.85, -0.32)  0.132

***

(10)
The following is a quantum chemistry calculation of a molecular structure, C4H10 at a distorted geometry, from the OMol25 dataset.

Results
Electronic energy ... -4307.3384 eV
Gap between HOMO and LUMO ... 11.627 eV
Multiplicity ... 1

Last column: Löwdin charge in e.
Positions of all 14 atoms, in Å:
C (1.98, -0.21, 0.13)  -0.117
C (0.61, 0.51, -0.05)  -0.267
C (-0.62, -0.44, -0.23)  -0.366
C (-1.92, 0.07, 0.11)  -0.188
H (1.98, -0.81, -0.80)  0.065
H (2.00, -0.82, 1.03)  0.052
H (2.89, 0.62, 0.10)  0.123
H (0.71, 1.42, -0.95)  0.173
H (0.32, 1.13, 0.65)  0.005
H (-0.78, -0.80, -1.30)  0.135
H (-0.51, -1.22, 0.36)  0.048
H (-1.87, 0.21, 1.46)  0.155
H (-2.12, 1.10, -0.42)  0.093
H (-2.95, -0.48, 0.10)  0.088

***

(11)
The following is a quantum chemistry calculation of a single C4H6FNS molecule at a distorted geometry, from the OMol25 dataset.

Results
SMILES string ... N/C(=C/C=S)CF
Electronic energy ... -19285.6033 eV
Gap between HOMO and LUMO ... 7.646 eV
Multiplicity ... 1

Last column: Löwdin charge in e.
Positions of all 13 atoms, in Å:
C (0.41, 0.21, -0.15)  -0.343
C (0.72, -1.29, -0.11)  -0.144
C (-0.82, 0.80, -0.12)  -0.213
C (-2.16, 0.48, 0.01)  -0.629
H (1.66, 1.87, 0.51)  0.241
H (2.36, 0.33, 0.17)  0.085
H (0.37, -1.77, 0.81)  0.126
H (0.10, -1.86, -0.80)  0.103
H (-0.71, 1.92, -0.28)  0.121
H (-2.85, 1.28, 0.17)  0.039
N (1.55, 0.84, -0.12)  0.101
F (2.06, -1.67, -0.02)  -0.050
S (-2.68, -1.13, -0.05)  0.562